DFT (ωB97M-V with the def2-TZVPD basis set) results for 2 unconnected molecules or ions with the total composition C5H15N2.

Geometry as XYZ:
```
22
Properties=species:S:1:pos:R:3:forces:R:3:lowdin_charge:R:1
C 1.3990 1.1379 1.2509 0.0 -0.1 -0.1 -0.038
C 0.1736 1.5315 1.6020 -0.2 0.0 -0.2 -0.299
N -0.6205 2.4152 0.8818 0.1 0.1 0.2 0.051
H 1.9262 1.6136 0.4326 0.1 0.0 0.0 0.067
H 1.9182 0.3960 1.8379 0.1 0.1 0.0 0.060
H -0.3247 1.0902 2.4547 0.0 -0.1 0.1 0.117
H -0.0973 3.0800 0.3281 -0.1 0.0 0.0 0.099
H -1.3306 2.8778 1.4322 0.0 0.0 -0.1 0.096
C 0.0417 -2.5840 0.4587 0.0 0.1 0.0 -0.057
C 0.1535 -1.9083 -0.8904 -0.1 0.1 0.0 -0.183
N -0.4216 -0.5212 -0.8366 0.1 0.1 0.0 -0.022
C -0.5153 0.1544 -2.1602 0.0 -0.1 0.0 0.005
H -1.0001 -2.7081 0.7507 -0.1 0.0 0.0 0.088
H 0.4967 -3.5701 0.4124 0.0 0.0 0.0 0.094
H 0.5566 -2.0123 1.2288 0.0 0.0 0.0 0.076
H 1.1858 -1.7935 -1.2100 0.1 0.0 0.0 0.135
H -0.3918 -2.4429 -1.6678 0.0 0.0 0.0 0.132
H 0.1602 0.0602 -0.2001 -0.1 -0.1 0.1 0.096
H -1.3418 -0.5531 -0.3986 -0.1 0.0 0.0 0.174
H 0.4900 0.2884 -2.5477 0.0 0.0 0.0 0.108
H -0.9945 1.1168 -2.0221 0.0 0.1 0.0 0.097
H -1.0970 -0.4656 -2.8388 0.0 0.0 0.0 0.105
```
Forces are in eV/Å.

Values from the calculation:
LUMO level (Ha): -0.1013
Net charge: +1
HOMO level (eV): -12.589
Orbital gap (eV): 9.83

***

DFT (ωB97M-V with the def2-TZVPD basis set) results for 3 unconnected molecules or ions with the total composition C5H15N2O.

Geometry as XYZ:
```
23
Properties=species:S:1:pos:R:3:forces:R:3:lowdin_charge:R:1
C 2.6039 1.0325 -1.2095 -0.2 -0.4 0.3 -0.092
C 1.7062 1.2883 -0.0174 1.1 0.2 -0.1 -0.130
C 1.5463 0.3424 0.9574 -0.4 -0.8 2.0 -0.197
C 2.0841 -0.9868 1.0236 -0.2 2.1 1.1 -0.025
N -2.6445 1.2653 0.7593 0.3 1.0 0.0 -0.037
C -2.5778 -0.0957 0.2248 -1.5 0.7 -0.8 -0.390
N -1.9924 -0.0808 -1.0990 0.3 -0.7 -1.1 -0.022
H 2.9229 -0.0342 -1.1658 -0.2 0.9 -0.5 0.065
H 2.0750 1.2568 -2.1477 0.2 -0.2 0.2 0.078
H 3.5164 1.6564 -1.1873 -0.4 -0.1 0.1 0.081
H 1.3678 2.3149 0.1883 -0.1 -0.6 -0.3 0.106
H -3.5355 1.5472 1.1317 -0.1 0.0 -0.2 0.036
H -1.9326 -0.6224 0.8781 0.6 -1.0 0.4 0.063
H 0.9987 0.6471 1.8997 0.3 -0.3 -1.4 0.119
H 2.8882 -1.2459 0.3957 0.6 -0.6 -1.0 0.035
H 2.0954 -1.4905 1.9891 -0.4 0.0 -0.3 0.068
H -2.2515 1.9827 0.1283 -0.5 -0.9 0.4 0.061
H -3.6093 -0.5777 0.2553 1.1 0.5 0.0 0.119
H -2.6368 -0.2387 -1.9121 0.9 0.1 1.5 0.082
H -1.1699 -0.7156 -1.1347 -1.2 0.5 -0.2 0.030
H -0.0088 -3.1629 -0.3770 0.0 2.0 0.2 0.077
H 0.6745 -1.7530 0.1608 -1.6 -1.2 -1.0 0.010
O -0.1390 -2.1675 -0.3247 1.6 -1.2 0.6 -0.135
```
Forces are in eV/Å.

Values from the calculation:
LUMO level (spin up / spin down) (Ha): 0.0314 / -0.0329
HOMO level (spin up / spin down) (eV): -8.063 / -8.196
Orbital gap (spin up / spin down) (eV): 8.92 / 7.30
Multiplicity: 2

***

DFT (ωB97M-V with the def2-TZVPD basis set) results for 2 unconnected molecules or ions with the total composition C5H15N2O.

Geometry as XYZ:
```
23
Properties=species:S:1:pos:R:3:forces:R:3:lowdin_charge:R:1
C 0.2001 1.6012 0.4753 1.8 -0.9 -2.0 -0.176
N 1.2287 2.2224 -0.4064 0.7 -2.5 0.8 -0.003
C -0.6840 0.4789 -0.2452 -1.2 1.7 1.9 -0.244
N -0.0463 -0.8638 -0.3984 -6.0 -0.7 2.2 0.117
C -0.4811 -1.9026 0.7301 -0.6 2.8 1.8 -0.034
C -1.4980 -1.0732 1.6406 -1.5 0.3 -2.4 -0.099
C -1.9919 0.1726 0.6056 0.1 -0.3 1.9 -0.083
H -0.3499 2.4270 0.8253 -1.5 0.4 0.8 0.097
H 0.7915 1.1541 1.2801 -0.5 0.0 0.2 0.126
H 0.9923 3.0132 -0.9650 0.0 0.5 0.1 0.069
H 2.1594 2.1817 0.0317 -0.9 0.7 -0.7 0.089
H -0.9537 0.8316 -1.2466 0.3 -0.1 0.2 0.148
H 0.8803 -0.9029 -0.4881 5.0 0.0 -1.7 0.061
H -0.6387 -1.1453 -1.1815 1.4 -0.8 -0.4 0.179
H 0.2257 -2.1798 1.5155 1.1 0.2 -1.1 0.121
H -0.7113 -2.7534 0.1572 -1.0 -1.1 -0.3 0.103
H -2.4188 -1.6366 1.9468 1.0 0.3 -0.4 0.115
H -0.9803 -0.7914 2.5829 -0.3 0.3 -0.9 0.109
H -3.0047 -0.1091 0.0494 2.5 0.5 1.0 0.150
H -2.1720 1.1054 1.2448 -0.1 -1.4 -1.0 0.118
H 2.4232 -0.7515 -2.8598 0.2 0.0 1.8 0.095
H 2.4689 0.2214 -1.6461 0.1 -0.2 -0.2 0.024
O 2.4675 -0.7295 -1.8564 -0.4 0.4 -1.6 -0.082
```
Forces are in eV/Å.

Values from the calculation:
LUMO level (Ha): -0.1079
Net charge: +1
HOMO level (eV): -13.189
Orbital gap (eV): 10.25

***

DFT (ωB97M-V with the def2-TZVPD basis set) results for 2 unconnected molecules or ions with the total composition C5H15N2O.

Geometry as XYZ:
```
23
Properties=species:S:1:pos:R:3:forces:R:3:lowdin_charge:R:1
C 2.6938 0.7417 -0.3501 -0.7 0.2 0.4 -0.111
N 1.9343 -0.4672 -0.0044 0.1 -0.1 0.0 -0.119
C 1.4010 -0.3919 1.3312 -0.1 0.8 0.1 -0.305
O 0.3304 -1.3081 1.5373 0.4 0.0 -0.1 -0.077
H 1.9999 1.5858 -0.3880 0.0 0.0 -0.2 0.072
H 3.1217 0.5998 -1.3316 0.3 0.1 -0.1 0.086
H 3.4263 1.0222 0.4128 0.3 -0.2 -0.2 0.087
H 2.5787 -1.2503 -0.0404 0.0 -0.1 -0.1 0.113
H 2.1833 -0.5109 2.0916 -0.2 -0.2 0.1 0.133
H 0.9718 0.6040 1.4734 0.0 0.0 0.0 0.119
H 0.6544 -2.1250 1.1548 -0.1 -0.5 0.1 0.094
C -0.9398 0.8826 -1.6018 0.0 0.4 0.3 -0.061
C -2.2286 0.2622 -1.0965 0.2 0.0 0.5 -0.167
C -2.2057 -1.0312 0.9918 0.6 0.3 0.6 0.156
N -2.1769 0.0766 0.3789 -0.1 0.0 -0.8 0.046
H -0.7474 1.8533 -1.1365 -0.2 0.1 -0.1 0.086
H -0.0669 0.2684 -1.3799 -0.1 -0.2 -0.2 0.062
H -1.0749 1.0495 -2.6666 0.3 0.0 -0.1 0.093
H -3.0866 0.9104 -1.2625 -0.1 -0.1 -0.3 0.133
H -2.3657 -0.7225 -1.5348 -0.3 0.0 0.0 0.129
H -2.0391 -1.0213 2.0612 -0.3 -0.1 0.0 0.122
H -2.3237 -1.9639 0.4615 -0.1 0.0 -0.2 0.131
H -2.0402 0.9357 0.8986 0.0 0.0 0.2 0.177
```
Forces are in eV/Å.

Values from the calculation:
LUMO level (Ha): -0.1550
Net charge: +1
HOMO level (eV): -12.768
Orbital gap (eV): 8.55

***

DFT (ωB97M-V with the def2-TZVPD basis set) results for 3 unconnected molecules or ions with the total composition C5H15N2O.

Geometry as XYZ:
```
23
Properties=species:S:1:pos:R:3:forces:R:3:lowdin_charge:R:1
C 1.7444 0.2681 -1.8705 -1.0 0.0 -0.9 -0.039
C 1.3043 -0.9202 -1.1116 3.5 -0.7 0.7 0.072
C 1.4470 -1.0484 0.2901 -1.2 1.0 0.7 -0.105
C 2.1312 -0.1255 1.0480 0.2 -1.8 -0.5 0.126
N -2.7387 -1.2976 -0.1694 -1.1 0.4 -0.2 -0.007
C -2.2738 -0.0102 0.3485 1.4 -1.2 -0.3 -0.354
N -1.7402 0.8816 -0.6993 0.3 -1.5 0.6 0.028
H 2.8457 0.4592 -1.9719 -0.6 -0.3 1.0 0.144
H 1.1571 1.1235 -1.4948 0.7 0.0 -0.3 0.102
H 1.5533 0.1120 -2.9338 -0.6 0.1 0.0 0.101
H 1.3592 -1.9281 -1.5439 -1.1 0.5 -0.7 0.150
H -2.3833 -2.1496 0.2491 0.3 0.5 0.3 0.055
H -1.4078 -0.2748 0.9689 -0.3 0.5 0.2 0.075
H 0.9880 -1.9017 0.7996 0.3 0.2 -0.3 0.136
H 2.6631 0.7041 0.5762 -0.2 -0.1 0.4 0.116
H 2.2557 -0.4154 2.1063 0.3 0.6 -0.5 0.128
H -3.7444 -1.3399 -0.0569 0.0 -0.2 -0.3 0.062
H -3.0217 0.4850 0.9562 -0.2 0.0 0.1 0.112
H -2.4280 1.5229 -1.0487 0.2 0.4 -0.1 0.068
H -0.8997 1.2872 -0.3158 -0.4 0.8 -0.1 0.017
H 0.3362 2.1921 2.3826 -0.1 0.0 0.0 0.075
H 0.8362 0.9524 1.6015 -1.3 0.9 0.6 -0.026
O 0.0162 1.4232 1.8894 1.0 -0.2 -0.3 -0.038
```
Forces are in eV/Å.

Values from the calculation:
LUMO level (Ha): -0.2744
Net charge: +1
HOMO level (eV): -12.195
Orbital gap (eV): 4.73

***

Largest force on an atom, respectively: 0.28, 2.38, 6.40, 0.92, 3.61 eV/A.
E_tot, respectively: -8401.9855, -10453.2770, -10448.0907, -10448.5355, -10445.3645 eV.